# 1
DFT (ωB97M-V/def2-TZVPD) results for a molecular structure, C36H54GeNO4RuSSi2 in a non-equilibrium geometry.

```
100
Properties=species:S:1:pos:R:3:mulliken_charge:R:1
Ru 1.226 -0.308 0.370 0.162
C -4.400 -2.078 3.023 -2.077
C -3.038 -1.804 2.389 2.054
C -1.934 -2.371 3.276 -1.353
C -2.847 -0.302 2.185 -1.464
O -3.063 -2.464 1.118 -0.134
Si -1.889 -2.924 0.078 -0.825
S -0.705 -1.351 -0.684 0.777
O -1.135 -4.180 0.812 0.036
C -0.022 -5.022 0.500 2.023
C -0.325 -5.810 -0.775 -1.684
C 0.115 -5.965 1.695 -1.900
C 1.278 -4.240 0.339 -1.705
O -2.683 -3.585 -1.190 -0.181
C -3.804 -3.151 -1.958 1.910
C -5.040 -3.866 -1.410 -1.713
C -3.527 -3.576 -3.399 -1.814
C -4.012 -1.637 -1.904 -1.526
H -4.459 -1.607 4.005 0.401
H -4.545 -3.154 3.131 0.422
H -5.194 -1.682 2.387 0.392
H -1.937 -1.876 4.249 0.514
H -0.962 -2.202 2.815 -0.091
H -2.074 -3.445 3.406 0.324
H -2.801 0.210 3.149 0.533
H -3.671 0.108 1.595 0.320
H -1.915 -0.116 1.654 -0.048
H -1.253 -6.371 -0.652 0.376
H 0.490 -6.499 -1.005 0.443
H -0.458 -5.117 -1.606 0.252
H -0.836 -6.466 1.883 0.402
H 0.387 -5.387 2.580 0.418
H 0.887 -6.712 1.505 0.413
H 1.315 -3.752 -0.632 0.311
H 2.136 -4.911 0.433 0.491
H 1.350 -3.474 1.113 0.277
H -4.912 -4.946 -1.493 0.357
H -5.933 -3.565 -1.962 0.427
H -5.157 -3.606 -0.357 0.187
H -3.334 -4.649 -3.440 0.324
H -2.646 -3.050 -3.768 0.309
H -4.380 -3.341 -4.039 0.444
H -4.235 -1.326 -0.883 0.137
H -4.839 -1.347 -2.554 0.551
H -3.104 -1.127 -2.227 0.341
O 0.142 0.652 4.472 -0.682
C 0.438 0.194 3.411 0.769
N 0.715 -0.322 2.378 -0.927
C 2.369 1.302 0.697 -0.400
Ge 1.713 3.112 0.557 1.620
C 3.142 4.467 0.367 -0.027
C 2.852 5.806 0.627 -0.327
C 3.810 6.793 0.443 -0.678
C 5.080 6.451 -0.004 -0.424
C 5.381 5.122 -0.269 -0.602
C 4.417 4.141 -0.088 -0.593
C 0.679 3.692 2.148 -0.026
C -0.700 3.515 2.214 -0.177
C -1.403 3.853 3.361 -0.484
C -0.733 4.365 4.462 -0.464
C 0.644 4.532 4.415 -0.682
C 1.342 4.191 3.267 -0.323
C 0.495 3.471 -0.966 0.467
C 0.596 4.605 -1.771 -0.278
C -0.338 4.859 -2.765 -0.675
C -1.411 3.999 -2.953 -0.538
C -1.538 2.875 -2.151 -1.033
C -0.585 2.616 -1.177 -0.437
H 3.182 1.193 1.419 0.538
H 1.862 6.072 0.983 0.441
H 3.570 7.829 0.649 0.386
H 5.830 7.219 -0.146 0.361
H 6.373 4.856 -0.615 0.388
H 4.649 3.102 -0.302 0.301
H -1.228 3.105 1.360 0.196
H -2.477 3.712 3.396 0.383
H -1.282 4.620 5.361 0.358
H 1.169 4.922 5.279 0.379
H 2.420 4.314 3.236 0.373
H 1.420 5.294 -1.617 0.325
H -0.236 5.740 -3.388 0.378
H -2.147 4.210 -3.719 0.361
H -2.377 2.200 -2.271 0.424
H -0.678 1.740 -0.557 0.497
C 4.159 0.866 -2.821 -0.812
Si 3.067 -0.654 -2.526 0.410
C 1.411 -0.334 -3.369 -0.572
C 3.861 -2.141 -3.409 -1.116
C 2.984 -0.963 -0.680 -0.871
H 4.238 1.102 -3.885 0.352
H 5.168 0.720 -2.430 0.287
H 3.723 1.734 -2.317 0.023
H 1.538 -0.004 -4.403 0.400
H 0.869 0.440 -2.826 -0.059
H 0.783 -1.227 -3.366 0.148
H 3.938 -1.952 -4.483 0.289
H 3.260 -3.044 -3.274 0.285
H 4.867 -2.346 -3.037 0.311
H 3.881 -0.543 -0.223 0.558
H 2.982 -2.033 -0.447 0.391
```

Orbital gap (spin up / spin down) = 6.43 / 6.43 eV
M = 826.75 g mol⁻¹
Total charge = -1
Calculated total energy = -4909.0719 hartree
Highest occupied orbital energy (spin up / spin down) = -4.736 / -4.734 eV

# 2
DFT (ωB97M-V/def2-TZVPD) results for 5 unconnected molecules or ions with the total composition C36H54N3O13S in a non-equilibrium geometry.

```
107
Properties=species:S:1:pos:R:3:mulliken_charge:R:1
C 5.677 0.595 -1.679 -0.980
C 6.880 1.111 -0.767 0.110
C 6.587 2.647 -0.448 -0.328
O 6.828 2.955 0.963 -0.497
C 5.686 2.743 1.689 0.110
C 4.575 3.695 1.522 -0.043
N 3.375 3.582 2.195 0.251
C 2.272 4.574 1.935 -0.757
C 0.927 3.756 1.825 -0.536
C -0.275 4.550 1.181 -0.651
C -1.613 3.792 1.636 -0.835
C -2.713 3.745 0.509 -0.612
C -3.938 2.818 0.963 -0.568
C -4.562 2.046 -0.275 -0.782
S -4.338 0.223 -0.196 -0.115
C -5.774 -0.500 0.615 0.471
N -6.848 0.062 1.212 -0.502
N -7.604 -1.002 1.634 -0.177
C -6.973 -2.160 1.303 0.013
O -5.786 -1.870 0.631 -0.263
C 3.203 2.543 3.091 -0.036
C 4.240 1.534 3.337 -0.501
C 5.532 1.593 2.614 0.762
C 6.666 0.551 2.794 -0.142
O 7.779 0.972 2.913 -0.448
O 6.486 -0.824 2.779 -0.188
O 5.313 -1.181 3.410 -0.212
C 4.481 -2.010 2.561 -0.367
C 4.583 -1.701 1.023 -0.660
H 5.669 -0.517 -1.802 0.385
H 5.714 1.159 -2.654 0.321
H 4.704 0.900 -1.181 0.218
H 6.838 0.495 0.175 -0.247
H 7.868 1.004 -1.298 0.438
H 5.527 2.849 -0.758 0.106
H 7.240 3.314 -1.072 0.347
H 4.661 4.567 0.828 0.501
H 2.492 5.073 0.946 0.339
H 2.260 5.391 2.699 0.226
H 0.606 3.483 2.873 0.341
H 1.126 2.814 1.253 0.422
H -0.197 4.430 0.067 0.332
H -0.321 5.632 1.469 0.407
H -1.287 2.719 1.801 0.396
H -1.973 4.188 2.622 0.289
H -3.105 4.784 0.335 0.226
H -2.237 3.290 -0.401 0.404
H -3.659 2.107 1.781 0.437
H -4.715 3.515 1.391 0.279
H -4.035 2.433 -1.196 0.436
H -5.649 2.309 -0.406 0.430
H -7.299 -3.211 1.494 0.393
H 2.262 2.412 3.680 0.306
H 4.032 0.701 4.047 0.522
H 3.405 -1.830 2.858 0.244
H 4.675 -3.091 2.818 0.330
H 4.021 -0.753 0.815 0.096
H 4.012 -2.517 0.491 0.448
H 5.619 -1.725 0.607 0.208
O -9.019 -6.265 4.145 -0.544
C -9.438 -5.158 3.954 0.456
O -9.131 -4.415 2.856 -0.316
C -9.706 -3.105 2.990 -0.435
C -10.841 -3.262 3.978 -0.550
C -10.327 -4.369 4.885 -0.436
H -8.933 -2.421 3.349 0.295
H -10.058 -2.757 2.019 0.334
H -11.085 -2.339 4.504 0.320
H -11.741 -3.600 3.458 0.293
H -9.722 -3.976 5.704 0.270
H -11.138 -4.986 5.268 0.312
O -5.475 -9.612 -0.274 -0.568
C -5.877 -8.835 0.546 0.407
O -7.193 -8.627 0.810 -0.358
C -7.331 -7.558 1.761 -0.076
C -5.999 -7.489 2.477 -0.466
C -5.026 -7.919 1.393 -0.322
H -7.560 -6.637 1.217 0.100
H -8.149 -7.777 2.443 0.227
H -5.786 -6.504 2.894 0.283
H -5.980 -8.212 3.296 0.276
H -4.695 -7.076 0.783 0.221
H -4.171 -8.452 1.807 0.283
O 2.998 1.232 -1.738 -0.703
C 2.704 1.427 -2.889 0.554
O 2.961 2.587 -3.542 -0.332
C 2.388 2.531 -4.859 -0.296
C 2.237 1.059 -5.164 -0.271
C 1.971 0.466 -3.793 -0.508
H 1.428 3.054 -4.844 0.346
H 3.048 3.028 -5.568 0.037
H 1.454 0.850 -5.893 0.389
H 3.177 0.664 -5.557 0.044
H 0.909 0.480 -3.541 0.274
H 2.374 -0.541 -3.703 0.310
O 6.073 -0.101 -6.799 -0.580
C 6.182 1.083 -6.668 0.406
O 5.640 1.779 -5.627 -0.141
C 5.861 3.183 -5.830 -0.408
C 7.044 3.272 -6.772 -0.617
C 6.878 2.023 -7.620 -0.383
H 4.956 3.620 -6.259 0.280
H 6.066 3.663 -4.872 0.305
H 7.066 4.196 -7.350 0.361
H 7.976 3.209 -6.204 0.274
H 6.231 2.199 -8.482 0.253
H 7.838 1.620 -7.937 0.303
```

Orbital gap = 6.33 eV
M = 768.90 g mol⁻¹
Total charge = +1
Calculated total energy = -2944.3028 hartree
Highest occupied orbital energy = -10.672 eV